Formula: C13H19BN6Pd
Source: the Open Molecules 2025 dataset
Level of theory: ωB97M-V/def2-TZVPD

Calculated values
Energy above the lowest of the compared OMol25 structures with the same formula, charge and spin, kcal/mol: 4.36
Orbital gap (spin up / spin down), eV: 7.93 / 7.93
E_tot, eV: -26886.8283
Net charge: 0
Spin multiplicity: 1

Geometry (Å):
C  2.252  0.410  -1.488
H  -2.813  -0.694  1.538
N  0.021  -1.757  -0.216
C  4.273  1.362  -0.352
H  -5.039  -0.965  -2.902
H  -1.481  -2.636  2.486
N  -0.928  -1.612  0.727
H  2.954  0.674  1.901
H  1.431  0.116  1.190
H  -2.551  -0.319  -3.853
Pd  0.224  0.062  -1.514
H  2.363  1.070  -2.357
C  0.757  -2.806  0.129
H  -4.676  -1.034  -0.186
C  -3.972  -0.825  -0.973
B  -2.006  -0.496  0.676
C  2.773  1.071  -0.225
H  0.644  -4.243  1.824
H  0.258  3.430  -0.114
C  -1.638  1.744  1.914
C  -0.805  -2.582  1.650
C  -0.993  2.939  1.677
C  2.502  0.222  1.015
N  -2.010  -0.307  -1.834
N  -0.607  1.529  -0.020
H  2.744  -0.550  -1.671
H  -0.993  3.821  2.293
H  4.843  0.431  -0.376
C  0.270  -3.376  1.309
H  2.925  -0.778  0.890
N  -1.380  0.908  0.893
H  4.493  1.922  -1.264
C  -2.870  -0.454  -2.832
H  1.593  -3.109  -0.479
H  4.622  1.949  0.500
N  -2.689  -0.534  -0.698
H  2.254  2.028  -0.106
H  -2.250  1.428  2.742
C  -0.355  2.744  0.448
C  -4.139  -0.783  -2.341

Formula: C24H57FIN7O8PS2
Source: the Open Molecules 2025 dataset
Level of theory: ωB97M-V/def2-TZVPD

Calculated values
Orbital gap, eV: 6.60
E_tot, eV: -94398.3730
Net charge: +1
Spin multiplicity: 1

Geometry (Å):
H  0.092  -3.699  2.757
H  -5.525  0.736  7.723
C  0.363  -1.652  -0.178
C  -1.721  0.159  -6.489
H  -7.573  -3.448  -4.980
N  -5.595  -3.188  -5.611
H  2.393  4.598  -3.043
H  -5.632  -2.956  7.620
H  -0.704  -3.076  -5.031
C  -7.210  -0.515  8.020
C  -5.968  -5.248  -4.328
N  -5.795  -0.213  7.931
C  -0.152  1.965  -2.364
C  7.093  2.894  4.390
H  -7.709  -0.295  7.076
H  -2.233  -4.116  5.618
H  -7.359  -1.565  8.251
C  -5.054  -4.316  -5.093
H  4.243  7.334  -6.605
H  -0.550  2.977  -2.284
H  2.489  -1.590  0.322
H  0.819  -0.631  6.837
H  -6.771  -5.619  -4.966
H  4.702  4.334  -4.486
I  4.123  -3.195  2.192
S  1.359  -0.862  2.283
O  0.530  1.060  -4.463
C  -4.745  -1.050  8.099
H  -1.746  -1.723  -0.213
C  0.772  1.840  -3.555
H  -1.154  0.672  -5.711
S  2.815  0.390  3.051
H  7.874  2.147  2.119
F  0.284  -1.058  -1.435
O  -3.956  -0.628  -6.100
H  2.431  2.498  -4.414
H  -1.123  -0.405  0.776
C  -2.753  -0.752  -5.879
H  -3.052  -2.338  -4.722
H  5.437  4.137  -6.870
N  -0.311  -1.421  5.259
H  6.838  1.118  1.125
H  -1.114  -2.097  1.384
H  -0.260  -1.360  -5.148
H  0.149  -1.132  4.408
C  5.824  4.900  -6.192
O  1.020  -3.814  2.417
H  8.301  0.454  1.859
C  -0.968  -2.553  4.952
O  -3.861  -4.559  -5.232
H  6.798  4.573  -5.826
C  7.471  1.145  2.014
N  -2.314  -1.743  -5.070
H  -5.375  -6.090  -3.982
H  -4.111  -3.027  8.529
H  1.626  3.632  -1.766
P  1.987  -2.873  3.249
N  4.908  5.115  -5.088
H  8.181  2.846  4.324
H  5.602  7.755  -5.548
C  -6.967  -2.736  -5.531
O  -0.872  -2.995  3.789
H  -7.018  -1.769  -5.028
H  -0.807  -1.192  7.273
H  -2.542  -2.541  6.386
C  6.487  1.514  4.320
C  -5.051  -2.495  8.420
H  2.580  1.406  2.203
H  0.366  1.713  -1.438
H  -2.236  0.884  -7.113
H  -5.611  -2.579  9.352
H  1.747  0.012  0.078
O  -3.595  -0.639  7.994
O  5.806  1.051  5.222
H  0.575  -2.711  -0.347
N  6.715  0.780  3.195
H  5.958  5.818  -6.753
C  -1.768  -3.221  6.024
C  -0.218  -0.693  6.510
N  1.875  2.626  -3.583
H  -0.976  1.271  -2.508
H  -1.124  -3.503  6.857
H  -7.391  -2.620  -6.530
H  -4.939  -2.588  -6.097
C  1.590  -0.989  0.486
C  4.274  6.264  -4.733
O  3.518  6.295  -3.773
H  3.309  3.326  -2.225
H  6.817  3.335  5.342
C  4.544  7.492  -5.569
C  2.320  3.601  -2.602
H  6.723  3.527  3.583
C  -0.953  -2.066  -4.700
H  -6.410  -4.744  -3.468
H  -0.609  0.315  6.383
C  -0.973  -1.455  0.511
H  6.287  -0.132  3.232
H  -0.829  -2.019  -3.616
H  3.967  8.313  -5.155
H  -1.023  -0.407  -7.107
H  -7.680  0.081  8.803